No. 1
Molecular formula: C49H36F2N5PdS3
Method: DFT, wB97M-V/def2-TZVPD

Total charge: +1
LUMO (alpha / beta): -3.068 / -4.619 eV
Energy above the lowest of the compared OMol25 structures with the same formula, charge and spin: 1.563 eV
HOMO (alpha / beta): -8.572 / -10.427 eV
Spin multiplicity: 5
Largest force on an atom: 0.8 eV/A
Orbital gap (alpha / beta): 5.503 / 5.808 eV
Expectation value of S²: 6.144

CARTESIAN COORDINATES (ANGSTROEM)
Pd  0.0195  -0.9654  0.1764
S  -2.5411  -7.1495  -2.9565
C  -3.4951  -8.0414  -1.8603
C  -3.6513  -7.3939  -0.6710
C  -2.9806  -6.1560  -0.6377
C  -2.3174  -5.8600  -1.8089
C  -1.5544  -4.6845  -2.1383
C  -1.0800  -3.7876  -1.0256
N  -0.7276  -2.4408  -1.3889
C  -0.3046  -2.2260  -2.6121
C  -0.5512  -3.1323  -3.6948
C  -0.1997  -2.7480  -5.0071
C  0.4271  -1.5674  -5.2624
C  0.7860  -0.6801  -4.1993
C  1.4970  0.5046  -4.4070
C  1.8536  1.2946  -3.3303
C  1.5208  0.8150  -2.0449
N  0.8375  -0.2893  -1.8240
C  0.4316  -1.0176  -2.8826
C  2.5601  2.5597  -3.4852
C  3.1486  3.0818  -4.6073
C  3.7265  4.3525  -4.3953
C  3.5655  4.7899  -3.1164
S  2.7172  3.6640  -2.1562
C  -1.2295  -4.3428  -3.4139
H  -3.8948  -8.9996  -2.1516
H  -4.2308  -7.7844  0.1525
H  -3.0108  -5.4946  0.2150
H  -1.8027  -3.7554  -0.2098
H  -0.4470  -3.4231  -5.8169
H  0.6878  -1.2933  -6.2765
H  1.7717  0.7840  -5.4164
H  1.8540  1.3555  -1.1701
H  3.1835  2.5663  -5.5570
H  4.2427  4.9187  -5.1563
H  3.9043  5.7160  -2.6803
H  -1.5422  -4.9661  -4.2439
F  -1.5914  0.6691  5.0454
C  -1.1656  -0.3692  4.3130
C  -0.8934  -0.1563  2.9765
C  -0.4902  -1.2033  2.1581
C  -0.3339  -2.4758  2.7438
C  -0.5342  -2.6115  4.1192
F  -0.2776  -3.7850  4.7221
C  -0.9790  -1.5883  4.9257
C  -0.0620  -3.6184  1.8619
C  -0.4495  -4.9403  2.2015
C  -0.1456  -6.0038  1.3292
C  0.2498  -5.7171  0.0696
C  0.3035  -4.2928  -0.3552
N  0.4754  -3.3227  0.7030
H  -0.9552  0.8576  2.6202
H  -1.1507  -1.7352  5.9820
H  -0.9269  -5.1467  3.1445
H  -0.2400  -7.0249  1.6751
H  0.4866  -6.4806  -0.6590
H  1.0636  -4.1466  -1.1261
C  -2.8822  2.6444  2.1795
N  -2.4192  1.9597  0.9804
C  -3.0975  1.1369  0.1876
S  -2.2347  0.1444  -0.9096
N  -4.4324  1.0527  0.1699
C  -5.4217  2.0158  0.6419
H  -2.0123  2.9895  2.7322
H  -3.4407  1.9626  2.8213
H  -3.4924  3.5145  1.9388
H  -1.4237  1.9469  0.8082
H  -4.7624  0.4043  -0.5265
H  -5.2679  2.2759  1.6835
H  -6.4014  1.5550  0.5530
H  -5.4099  2.9284  0.0421
C  0.8328  0.6388  0.9597
C  1.3130  1.7159  1.2688
C  1.8651  2.9566  1.6227
C  0.9711  4.1111  1.5712
C  -0.0575  4.1689  0.6188
C  -0.9177  5.2506  0.5592
C  -0.7776  6.3071  1.4496
C  0.2186  6.2557  2.4158
C  1.0769  5.1723  2.4836
C  3.2720  3.0313  1.9580
C  3.9748  1.8658  2.3144
C  5.3298  1.9030  2.5778
C  6.0313  3.0992  2.4868
C  5.3586  4.2586  2.1227
C  4.0021  4.2314  1.8612
H  -0.1398  3.3723  -0.1133
H  -1.6941  5.2792  -0.1960
H  -1.4393  7.1613  1.3918
H  0.3261  7.0623  3.1298
H  1.8137  5.1189  3.2735
H  3.4291  0.9351  2.4049
H  5.8530  0.9984  2.8600
H  7.0926  3.1316  2.6940
H  5.9021  5.1912  2.0381
H  3.5040  5.1407  1.5555

Here are the Löwdin charges for atoms 1 to 5, given in e: 0.934 1.074 -0.391 -0.165 -0.112

=====

No. 2
Molecular formula: C49H36F3O4P2PtS2
Method: DFT, wB97M-V/def2-TZVPD

Total charge: +3
LUMO (alpha / beta): -8.149 / -12.355 eV
HOMO (alpha / beta): -15.494 / -15.105 eV
Spin multiplicity: 5
Largest force on an atom: 1.6 eV/A
Orbital gap (alpha / beta): 7.345 / 2.750 eV
Expectation value of S²: 6.037

CARTESIAN COORDINATES (ANGSTROEM)
Pt  -0.2072  0.2102  1.6487
O  2.9410  1.1277  0.8402
S  1.9262  0.3007  0.2090
C  1.8053  0.9643  -1.4819
C  2.5956  0.3981  -2.4729
C  2.8604  1.0390  -3.6823
C  2.3492  2.3124  -3.8762
C  2.5329  3.2949  -4.9845
C  1.6850  4.5181  -4.5782
C  1.1127  4.1666  -3.2463
C  0.3005  4.8771  -2.3806
C  -0.1138  4.2493  -1.2103
C  0.2559  2.9443  -0.8573
P  -0.6391  2.3151  0.5919
C  -0.4660  3.6089  1.8271
C  -1.5599  4.1100  2.5370
C  -1.3527  5.0772  3.5058
C  -0.0670  5.5365  3.7702
C  1.0236  5.0172  3.0811
C  0.8341  4.0486  2.1147
C  -2.3938  2.1904  0.1585
C  -3.2046  1.5642  1.1166
C  -4.5706  1.4716  0.9150
C  -5.1329  1.9965  -0.2419
C  -4.3288  2.6025  -1.1971
C  -2.9584  2.6979  -1.0061
C  1.1614  2.2218  -1.6815
C  1.5203  2.8694  -2.8838
C  2.6255  -1.3313  -0.0475
C  4.0151  -1.3461  0.0116
C  4.7661  -2.4728  -0.3076
C  4.0850  -3.6026  -0.7428
C  4.5809  -4.9267  -1.2181
C  3.3108  -5.7259  -1.5757
C  2.1772  -4.8234  -1.2204
C  0.8070  -5.0111  -1.2663
C  -0.0052  -3.9972  -0.7710
C  0.4825  -2.7804  -0.2741
P  -0.8001  -1.7971  0.5663
C  -1.5150  -2.8168  1.8515
C  -2.7070  -2.3556  2.4335
C  -3.2610  -3.0398  3.4964
C  -2.6231  -4.1693  4.0000
C  -1.4313  -4.6170  3.4374
C  -0.8648  -3.9376  2.3746
C  -2.0322  -1.5556  -0.7368
C  -3.2455  -2.2427  -0.7595
C  -4.0749  -2.1145  -1.8623
C  -3.7032  -1.3101  -2.9310
C  -2.4950  -0.6223  -2.9062
C  -1.6644  -0.7342  -1.8081
C  1.8730  -2.5063  -0.3382
C  2.6758  -3.5927  -0.7566
H  3.0608  -0.5621  -2.2978
H  3.4994  0.5626  -4.4139
H  2.2527  2.8810  -5.9553
H  3.5906  3.5603  -5.0760
H  0.8893  4.7300  -5.2979
H  2.2738  5.4372  -4.5282
H  -0.0207  5.8868  -2.5999
H  -0.7798  4.7908  -0.5488
H  -2.5626  3.7664  2.3256
H  -2.1965  5.4736  4.0540
H  0.0822  6.3066  4.5150
H  2.0230  5.3646  3.3056
H  1.6827  3.6212  1.5911
H  -2.7643  1.1894  2.0379
H  -5.2030  1.0130  1.6643
H  -6.2032  1.9457  -0.3917
H  -4.7708  3.0120  -2.0961
H  -2.3436  3.1734  -1.7581
H  4.5185  -0.4287  0.2954
H  5.8453  -2.4405  -0.2406
H  5.1710  -5.4224  -0.4423
H  5.2582  -4.8130  -2.0682
H  3.2437  -6.6715  -1.0323
H  3.2794  -5.9992  -2.6337
H  0.3704  -5.9284  -1.6389
H  -1.0747  -4.1702  -0.7394
H  -3.1911  -1.4675  2.0411
H  -4.1828  -2.6946  3.9446
H  -3.0503  -4.6984  4.8413
H  -0.9417  -5.4953  3.8359
H  0.0739  -4.2731  1.9536
H  -3.5312  -2.8901  0.0592
H  -5.0095  -2.6590  -1.8914
H  -4.3553  -1.2219  -3.7901
H  -2.2036  -0.0035  -3.7451
H  -0.7129  -0.2119  -1.7781
F  2.9242  -1.1112  4.3849
C  1.6565  -1.3504  4.1534
F  1.5518  -1.8056  2.8611
F  1.2110  -2.2950  4.9491
S  0.6042  0.1890  4.2972
O  0.6914  0.6604  5.6214
O  1.1724  1.0393  3.2188
O  -0.7144  -0.2910  3.8293

Here are the Löwdin charges for atoms 1 to 5, given in e: 0.885 -0.372 0.861 -0.231 -0.011

=====

No. 3
Molecular formula: C49H36O7
Method: DFT, wB97M-V/def2-TZVPD

LUMO: -0.944 eV
Energy above the lowest of the compared OMol25 structures with the same formula, charge and spin: 2.478 eV
HOMO: -9.111 eV
Largest force on an atom: 2.9 eV/A
Orbital gap: 8.167 eV
SMILES: CC(C)CC1=CC(=O)c2ccc(Cc3ccccc3)c(O)c2C1=O.O=C1c2ccccc2C(=O)c2ccccc21.O=C1c2ccccc2C(=O)c2ccccc21

CARTESIAN COORDINATES (ANGSTROEM)
C  -2.4814  1.2640  3.7106
C  -3.5138  0.7661  2.6234
C  -4.6044  1.9271  2.4199
C  -2.8743  0.3720  1.2288
C  -1.3751  -0.0403  1.2856
C  -0.8695  -1.0252  2.0747
C  0.6693  -1.3026  2.0545
O  1.1503  -2.4060  2.1534
C  1.5499  -0.0227  1.8454
C  2.8453  0.1634  2.4942
C  3.5476  1.4318  2.2460
C  2.9959  2.4870  1.3896
C  3.7164  3.8667  1.1534
C  3.8736  4.5164  2.5870
C  5.1425  4.3191  3.2784
C  5.3412  4.8659  4.6265
C  4.2620  5.6327  5.2322
C  2.9979  5.8273  4.5399
C  2.7901  5.2877  3.1922
C  1.6973  2.2948  0.7204
O  1.1112  3.2427  -0.1133
C  1.0062  1.0386  0.9733
C  -0.4018  0.7573  0.3444
O  -0.7215  1.1044  -0.7670
H  -3.0086  1.8743  4.4879
H  -1.5983  1.8150  3.3034
H  -2.0990  0.3504  4.2480
H  -4.0751  -0.1074  3.0399
H  -4.5576  2.3773  1.3900
H  -5.6352  1.5601  2.6637
H  -4.3952  2.7608  3.1433
H  -2.9644  1.2719  0.5631
H  -3.5066  -0.4325  0.7737
H  -1.5306  -1.6110  2.7650
H  3.2754  -0.6094  3.1777
H  4.5291  1.6779  2.7216
H  3.0370  4.5533  0.5760
H  4.7131  3.7573  0.6642
H  6.0069  3.7489  2.8564
H  6.2932  4.7157  5.1829
H  4.3913  6.0864  6.2439
H  2.1461  6.3984  4.9785
H  1.8291  5.4569  2.6437
H  1.7828  3.4089  -0.8046
C  -2.0449  1.0800  -3.1313
C  -3.1613  1.6177  -2.4972
C  -3.8178  2.7076  -3.0483
C  -3.3537  3.2746  -4.2322
C  -2.2202  2.7509  -4.8557
C  -1.5749  1.6448  -4.3072
C  -1.6836  3.3734  -6.0913
O  -0.6979  2.9161  -6.6381
C  -2.3662  4.5705  -6.6441
C  -1.8433  5.2012  -7.7697
C  -2.4810  6.3124  -8.3017
C  -3.6494  6.7934  -7.7170
C  -4.1711  6.1716  -6.5921
C  -3.5263  5.0648  -6.0469
C  -4.0739  4.4290  -4.8222
O  -5.0928  4.8516  -4.3087
H  -1.5402  0.2249  -2.7053
H  -3.5198  1.1832  -1.5723
H  -4.6895  3.1189  -2.5530
H  -0.7026  1.2266  -4.7951
H  -0.9360  4.8289  -8.2305
H  -2.0693  6.8049  -9.1751
H  -4.1508  7.6574  -8.1377
H  -5.0780  6.5521  -6.1374
C  4.1120  -5.2249  0.8599
C  2.9916  -4.4732  1.2061
C  1.7681  -5.0986  1.4039
C  1.6601  -6.4779  1.2440
C  2.7790  -7.2276  0.8733
C  4.0067  -6.5981  0.6931
C  2.6678  -8.6906  0.6515
O  3.6422  -9.3451  0.3324
C  1.3435  -9.3409  0.8176
C  1.2093  -10.7021  0.5581
C  -0.0206  -11.3222  0.7229
C  -1.1205  -10.5870  1.1568
C  -0.9929  -9.2295  1.4113
C  0.2363  -8.6006  1.2335
C  0.3524  -7.1401  1.4749
O  -0.6099  -6.4974  1.8502
H  5.0685  -4.7359  0.7146
H  3.0730  -3.4008  1.3236
H  0.9023  -4.5132  1.6774
H  4.8803  -7.1772  0.4185
H  2.0629  -11.2795  0.2232
H  -0.1239  -12.3810  0.5152
H  -2.0794  -11.0739  1.2921
H  -1.8526  -8.6601  1.7442

Here are the Löwdin charges for atoms 1 to 5, given in e: -0.088 -0.366 -0.076 -0.116 -0.119